No. 1
DFT (ωB97M-V/def2-TZVPD) results for a structure of composition C42H44MnN3P2Si.

XYZ file:
```
93
Properties=species:S:1:pos:R:3:forces:R:3
Mn 0.400746 0.186782 0.576045 0.036 0.409 0.521
C 4.317478 0.376917 -0.048463 0.526 0.217 0.093
Si 2.587817 -0.102823 -0.520890 -0.407 -0.164 -0.104
C 2.261130 0.805049 -2.175210 -0.051 0.306 -0.414
C 3.221078 0.732865 -3.199878 -0.069 -0.046 0.112
C 3.137350 1.496637 -4.351146 -0.071 0.075 -0.018
C 2.082944 2.390856 -4.520377 0.059 -0.040 -0.003
C 1.106672 2.479037 -3.546843 0.036 -0.071 0.038
C 1.176555 1.679941 -2.397575 0.088 -0.024 -0.070
P -0.194064 1.782095 -1.206431 -0.049 0.045 -0.140
C -1.694993 1.179759 -2.043165 -0.036 0.027 -0.044
C -2.823155 0.953217 -1.249559 -0.057 -0.062 0.027
C -3.998696 0.471827 -1.804554 0.058 0.022 -0.071
C -4.060290 0.207332 -3.169551 0.002 0.006 0.072
C -2.946708 0.427154 -3.962556 0.090 -0.019 0.010
C -1.765561 0.905572 -3.403139 -0.074 0.005 -0.088
C -0.473754 3.562288 -0.944573 0.085 0.024 0.000
C -1.672550 4.197516 -1.245842 -0.062 0.109 -0.008
C -1.830376 5.555775 -0.977928 -0.003 -0.114 -0.018
C -0.796457 6.280482 -0.409425 0.043 -0.017 0.018
C 0.406535 5.650199 -0.106485 -0.031 -0.058 -0.018
C 0.566520 4.298582 -0.368406 -0.020 0.062 -0.011
C 2.680564 -1.951969 -0.949525 0.183 -0.404 -0.070
C 3.899791 -2.576124 -1.257842 -0.117 0.026 0.002
C 3.982289 -3.936179 -1.523001 -0.064 0.041 0.008
C 2.837158 -4.723825 -1.489471 0.006 0.044 0.014
C 1.617992 -4.139721 -1.187410 -0.014 -0.040 -0.021
C 1.542342 -2.774780 -0.903466 -0.023 0.009 -0.239
P -0.074143 -2.030849 -0.509471 0.046 -0.238 0.310
C -0.496267 -2.662270 1.160480 -0.011 -0.172 -0.115
C -1.709902 -2.266867 1.729465 -0.101 0.007 0.056
C -2.033523 -2.624901 3.029458 0.037 0.008 -0.021
C -1.135549 -3.369425 3.788076 0.000 0.016 -0.024
C 0.075349 -3.761996 3.235448 -0.028 0.045 -0.075
C 0.391937 -3.414820 1.923804 0.086 0.017 0.126
C -1.232048 -2.831759 -1.658069 0.127 -0.001 -0.021
C -1.060811 -2.535427 -3.010066 -0.006 0.016 -0.100
C -1.836356 -3.167653 -3.968451 -0.031 0.022 0.064
C -2.800740 -4.090895 -3.580699 0.019 0.007 0.030
C -2.977331 -4.385829 -2.236059 0.054 0.065 0.018
C -2.189173 -3.763158 -1.273054 -0.144 -0.027 -0.034
H 5.002810 0.306296 -0.900340 0.008 0.024 0.121
H 4.702233 -0.263930 0.751128 -0.035 0.067 -0.049
H 4.341146 1.410931 0.307564 0.049 -0.067 -0.028
H 4.068638 0.062611 -3.087392 -0.045 0.023 0.022
H 3.902414 1.415110 -5.114194 -0.021 -0.009 0.032
H 2.025368 3.012646 -5.405195 0.012 -0.023 0.023
H 0.283008 3.174084 -3.676826 0.023 -0.017 0.034
H -2.787336 1.160619 -0.183589 0.030 -0.003 -0.019
H -4.866114 0.304038 -1.178625 0.024 0.003 -0.002
H -4.973513 -0.173212 -3.609340 0.018 0.013 0.021
H -2.986947 0.219093 -5.024327 -0.003 0.001 0.016
H -0.901646 1.062202 -4.035169 -0.007 -0.023 -0.003
H -2.486777 3.644944 -1.699633 0.034 0.011 0.017
H -2.763775 6.045945 -1.222854 0.002 -0.020 -0.003
H -0.921851 7.336356 -0.206497 0.009 -0.019 -0.005
H 1.220195 6.216069 0.328421 0.003 -0.013 -0.002
H 1.513038 3.819368 -0.138520 -0.015 -0.037 -0.013
H 4.809599 -1.985474 -1.293347 -0.050 -0.021 0.013
H 4.939228 -4.383435 -1.763944 -0.022 0.013 0.017
H 2.894084 -5.784738 -1.698370 -0.002 0.029 -0.002
H 0.721123 -4.752103 -1.173526 0.026 0.053 0.007
H -2.412294 -1.678240 1.145339 0.014 0.004 -0.001
H -2.982241 -2.322501 3.456095 0.023 -0.005 -0.033
H -1.384775 -3.649013 4.804561 0.001 0.006 -0.033
H 0.771269 -4.352803 3.818289 0.001 0.019 -0.024
H 1.339170 -3.722733 1.499412 -0.005 -0.022 0.001
H -0.300647 -1.824107 -3.319130 -0.020 -0.005 0.033
H -1.688478 -2.939850 -5.016827 -0.007 -0.012 0.026
H -3.408335 -4.585361 -4.328095 0.012 0.009 0.020
H -3.721111 -5.111206 -1.931812 0.012 0.014 -0.006
H -2.326749 -4.012137 -0.227909 0.027 -0.008 -0.027
C -1.410025 2.279524 2.369235 -0.051 0.035 0.203
N -0.685002 2.043847 3.608565 0.063 0.244 -0.208
C -0.179209 3.280897 4.212284 -0.079 -0.057 0.016
C 0.076110 0.910787 3.705476 -0.039 -0.047 0.280
N 0.359656 0.184918 2.660266 -0.216 -0.254 -0.165
N 0.508147 0.577520 4.951114 0.107 0.094 0.014
C -0.256922 0.884951 6.153273 0.031 -0.053 -0.082
C 1.572672 -0.397707 5.116099 -0.082 -0.037 0.019
H -2.163055 3.045470 2.554368 -0.015 -0.014 0.013
H -1.916738 1.370131 2.052818 0.006 -0.058 0.008
H -0.766947 2.643801 1.564060 0.086 0.010 -0.023
H 0.445537 3.829182 3.499350 -0.010 -0.023 -0.018
H 0.411577 3.070401 5.097624 0.004 -0.010 -0.028
H -1.017186 3.917059 4.495283 -0.011 -0.015 0.007
H 0.706147 -0.728014 2.942111 0.011 0.022 0.006
H -1.155333 1.433547 5.890638 -0.016 0.000 0.014
H 0.333204 1.474300 6.857333 0.009 0.003 -0.003
H -0.549557 -0.046542 6.643404 0.009 0.001 0.011
H 1.188661 -1.423805 5.159005 0.007 0.020 -0.012
H 2.097969 -0.189361 6.047091 -0.026 0.000 0.015
H 2.289731 -0.318988 4.301077 0.003 0.023 -0.009
```
Forces are in eV/Å.

Calculated values
Spin multiplicity   6
HOMO energy (alpha / beta)   -9.0 / -9.9 eV
Charge   +1
Expectation value of S²   8.766
Strongest force on any atom   0.66 eV/Å
E_tot   -106510.7211 eV

Atom charges from the Mulliken analysis, given in e for atoms 1 to 4: Mn -0.13; C -1.30; Si 1.16; C -0.33



No. 2
DFT (ωB97M-V/def2-TZVPD) results for the molecule C4H6ClN in a non-equilibrium geometry.

XYZ file:
```
12
Properties=species:S:1:pos:R:3:forces:R:3
H 1.674786 2.161107 1.252965 -0.421 0.431 0.093
N 1.350571 1.338152 0.770878 0.949 0.076 -0.268
C 0.209979 1.246612 0.303007 -1.009 -2.946 -0.175
Cl -1.170099 2.323961 0.548281 0.698 1.068 0.193
C -0.260537 -0.153374 -0.274389 -0.345 1.496 1.190
C -1.574856 -0.222410 -0.517625 1.233 -1.709 -0.919
C 0.749018 -1.304890 -0.244739 -0.768 0.658 0.766
H -1.950280 -1.177982 -0.849253 -0.257 -0.204 0.007
H -2.254531 0.593974 -0.542685 -0.179 0.305 0.147
H 1.689269 -0.959577 -0.580345 0.901 0.210 -1.450
H 0.430682 -2.278538 -0.599546 -0.269 0.312 -0.858
H 1.105998 -1.567034 0.733451 -0.533 0.302 1.274
```
Forces are in eV/Å.

Calculated values
HOMO energy   -9.8 eV
SMILES   [H]/N=C(\Cl)C(=C)C
Strongest force on any atom   3.12 eV/Å
E_tot   -18256.4479 eV

Atom charges from the Mulliken analysis, given in e for atoms 1 to 4: H 0.25; N -0.49; C 0.44; Cl -0.23



Question: Which formula does entry 1 have?
Answer: C42H44MnN3P2Si



Question: Which of these has the lowest strongest force on any atom?
Answer: C42H44MnN3P2Si



Question: Among the records above, which one has the highest E_tot?
Answer: C4H6ClN



Question: Number 1 is which compound?
Answer: C42H44MnN3P2Si